# C33H63N3O3S2SiSn

C33H63N3O3S2SiSn as an isolated structure (wB97M-V/def2-TZVPD, the Open Molecules 2025 dataset).

Last column: Löwdin charge in e.
Positions of all 106 atoms, in Å:
Sn 0.112248 -0.086396 -1.040837  1.288
C 1.585623 -0.733649 -3.383427  -0.111
C 0.949530 -1.890332 -2.864999  -0.225
C 1.514911 -2.120461 -1.546177  -0.263
C 2.441348 -1.040714 -1.331343  -0.176
C 2.485880 -0.202304 -2.461207  -0.310
C 3.385228 1.002576 -2.637582  -0.557
C 4.773047 0.514299 -3.078616  -0.041
C 2.825437 1.944939 -3.705154  -0.049
C 3.523854 1.772192 -1.320569  -0.051
C 1.529095 -3.346261 -0.614628  -0.525
C 2.383716 -3.047290 0.628254  -0.068
C 2.211688 -4.500848 -1.365312  -0.034
C 0.164602 -3.806169 -0.081261  -0.058
C 0.014311 -2.659851 -3.810499  -0.532
C -0.853548 -3.753211 -3.190712  -0.061
C -0.966830 -1.674976 -4.471733  -0.053
C 0.888684 -3.300499 -4.902370  -0.040
H 1.357781 -0.291111 -4.340521  0.106
H 3.057522 -0.924329 -0.454477  0.098
H 4.704338 -0.039122 -4.016872  0.088
H 5.205277 -0.148988 -2.326800  0.086
H 5.451426 1.359296 -3.223803  0.083
H 2.789394 1.461432 -4.682998  0.083
H 3.459088 2.830410 -3.794898  0.087
H 1.814305 2.269143 -3.449633  0.077
H 3.924604 1.143293 -0.523851  0.077
H 2.552518 2.152026 -0.990616  0.056
H 4.199583 2.621488 -1.447821  0.091
H 3.421522 -2.834178 0.369399  0.084
H 2.380213 -3.924878 1.277287  0.087
H 1.973273 -2.209809 1.198045  0.055
H 3.223177 -4.215731 -1.663480  0.094
H 1.666121 -4.780503 -2.264544  0.057
H 2.279149 -5.381001 -0.720256  0.087
H -0.355016 -2.997814 0.431546  0.018
H 0.327234 -4.606837 0.645581  0.088
H -0.490086 -4.192111 -0.852480  0.045
H -1.489788 -3.351878 -2.403050  0.053
H -0.266267 -4.583246 -2.803924  0.064
H -1.501960 -4.158149 -3.972143  0.087
H -1.605987 -1.209553 -3.717278  0.070
H -1.607383 -2.215006 -5.173223  0.086
H -0.463307 -0.886609 -5.029464  0.073
H 1.629626 -3.972164 -4.464068  0.079
H 1.423656 -2.539280 -5.472145  0.082
H 0.268556 -3.877397 -5.593391  0.085
C -0.246018 3.873956 -1.248076  -0.028
C -0.363208 3.765350 0.266141  -0.626
C 0.884494 4.342344 0.924795  -0.019
C -1.598769 4.511852 0.758871  -0.019
O -0.479952 2.352649 0.540981  -0.271
Si -0.637997 1.504558 1.961314  -0.154
S -0.467063 -0.520231 1.493156  0.347
O 0.455724 2.028008 3.062717  -0.155
C 1.729245 1.551551 3.531350  -0.638
C 2.316644 2.705241 4.333841  -0.027
C 2.640595 1.210998 2.356056  -0.032
C 1.523370 0.337925 4.427906  -0.038
O -2.120156 1.949207 2.504934  -0.168
C -2.747136 1.812986 3.787098  -0.638
C -2.491326 0.423251 4.357995  -0.032
C -2.214716 2.893411 4.721320  -0.019
C -4.235788 2.014239 3.535510  -0.029
H -0.078405 4.910334 -1.544998  0.094
H -1.155631 3.521761 -1.741324  0.088
H 0.589315 3.269285 -1.603908  0.055
H 1.004387 5.385232 0.627293  0.094
H 1.770941 3.790610 0.607114  0.073
H 0.814691 4.288837 2.010551  0.078
H -1.523860 5.563869 0.479382  0.094
H -1.690697 4.438186 1.842254  0.079
H -2.508897 4.109003 0.311846  0.080
H 2.488623 3.568328 3.688484  0.081
H 3.265675 2.412278 4.785861  0.089
H 1.627607 2.997828 5.127682  0.085
H 2.719389 2.063377 1.679506  0.070
H 2.250330 0.357309 1.799139  0.045
H 3.641507 0.964344 2.715477  0.096
H 0.898115 0.603908 5.283100  0.085
H 2.485895 -0.014076 4.804150  0.091
H 1.045868 -0.471327 3.875854  0.049
H -1.423207 0.260200 4.516770  0.065
H -2.851630 -0.342433 3.668951  0.076
H -3.001643 0.309882 5.316136  0.093
H -1.136117 2.793048 4.838005  0.073
H -2.688591 2.814306 5.701573  0.090
H -2.429195 3.883345 4.313658  0.086
H -4.606476 1.242353 2.857164  0.054
H -4.409834 2.994028 3.085388  0.090
H -4.798364 1.955438 4.468429  0.091
C -5.198165 -4.111783 -0.783739  -0.093
C -4.187708 -3.574630 0.230731  -0.239
C -3.774454 -2.172053 -0.079148  -0.614
N -2.832547 -1.869601 -0.895694  0.017
N -2.650370 -0.522219 -1.060304  -0.094
C -3.462786 0.185697 -0.333707  -0.719
N -3.427099 1.550530 -0.271281  0.119
S -4.563302 -0.772267 0.595508  1.096
H -5.478211 -5.136392 -0.539004  0.073
H -4.769215 -4.099778 -1.785684  0.076
H -6.104288 -3.504138 -0.795217  0.073
H -3.281332 -4.181902 0.220271  0.110
H -4.600028 -3.621351 1.239896  0.105
H -2.525317 1.908096 -0.562644  0.064
H -3.690306 1.926799 0.628620  0.069

Cartesian forces (eV/Å) of the 3 atoms listed first:
Sn 0.037 0.004 -0.287
C -0.062 -0.004 0.010
C 0.079 0.015 -0.063

Calculated values
HOMO energy   -7.8220 eV
Charge   0
Energy above the lowest of the compared OMol25 structures with the same formula, charge and spin   2.47 kcal/mol
Multiplicity   1
Kohn-Sham gap   8.41 eV
Max |F|   0.006 hartree/bohr